An isolated molecule of C4H8O2S in a non-equilibrium geometry, computed with ωB97M-V/def2-TZVPD.

Bonds (Å) are listed after each position.
Positions of all 15 atoms, in Å:
1 S -0.9575 1.4127 -1.9231  C5 1.804, H11 1.412
2 O 0.4935 -1.4761 0.4126  C4 1.419, C7 1.352
3 O -1.2238 -2.8898 0.8977  C7 1.219
4 C -0.3152 -0.3547 0.7313  O2 1.419, C6 1.520, H8 1.058, H9 1.086
5 C 0.4858 1.5364 -0.8481  S1 1.804, C6 1.537, H12 1.077, H15 1.041
6 C 0.1950 1.0698 0.5873  C4 1.520, C5 1.537, H13 1.140, H14 1.070
7 C -0.0531 -2.6956 0.6175  O2 1.352, O3 1.219, H10 1.067
8 H -1.1072 -0.4879 0.0421  C4 1.058
9 H -0.5289 -0.5421 1.7790  C4 1.086
10 H 0.5524 -3.5738 0.5993  C7 1.067
11 H -0.0118 1.5501 -2.9626  S1 1.412
12 H 0.7394 2.5822 -0.8144  C5 1.077
13 H 1.1147 1.2271 1.2426  C6 1.140
14 H -0.6150 1.6757 0.9374  C6 1.070
15 H 1.2316 0.9661 -1.2986  C5 1.041

Computed properties:
Max |F| ... 3.02 eV/A
Net charge ... 0
DFT total energy ... -19206.953 eV
Energy above the lowest of the compared OMol25 structures with the same formula, charge and spin ... 1.445 eV
HOMO-LUMO gap ... 9.92 eV
E_LUMO ... 0.7 eV
SMILES ... O=COCCCS
HOMO ... -0.3392 Ha

Atom charges from the Löwdin analysis, given in e for atoms 1 to 5:
1. S 0.690
2. O -0.031
3. O 0.054
4. C -0.214
5. C -0.582